# 1
Formula: C7H19Cl4N5O10
Source: the OMol25 dataset
Level of theory: ωB97M-V with the def2-TZVPD basis set

Last column: natural (NBO) charge in e.
Atoms and positions in Å:
1 C -0.2080 0.9635 -2.2093  -0.50
2 N -0.0586 1.9074 -1.0643  0.55
3 O -1.1040 2.2077 -0.5371  -0.38
4 O 1.0447 2.2447 -0.7367  -0.36
5 H -0.2419 -0.0300 -1.7602  0.23
6 H 0.5610 1.0277 -2.9700  0.23
7 H -1.1981 1.1551 -2.6143  0.23
8 C 2.0806 0.7542 2.0102  -0.49
9 N 2.3424 0.5796 3.4474  0.52
10 O 2.5484 -0.5571 3.8709  -0.39
11 O 2.3299 1.5797 4.1451  -0.36
12 H 0.9932 0.6917 1.9549  0.25
13 H 2.5196 0.0004 1.3620  0.22
14 H 2.4489 1.7058 1.6444  0.25
15 C 4.3499 -1.8940 -2.1252  -0.48
16 N 3.1038 -1.9166 -1.3365  0.54
17 O 2.4484 -0.8944 -1.2401  -0.41
18 O 2.7629 -2.9684 -0.8438  -0.36
19 H 5.1612 -1.7964 -1.4062  0.24
20 H 4.3218 -1.0053 -2.7480  0.24
21 H 4.4366 -2.7875 -2.7285  0.25
22 C -3.9801 0.2595 -0.8756  -0.49
23 N -4.2421 1.7042 -0.7148  0.54
24 O -4.6565 2.3136 -1.6773  -0.38
25 O -4.0012 2.2116 0.3516  -0.37
26 H -4.7143 -0.2904 -0.2900  0.24
27 H -2.9769 0.0428 -0.5230  0.24
28 H -4.1297 0.0280 -1.9245  0.23
29 C -2.2875 2.0127 3.4494  -0.49
30 N -1.5664 3.1199 2.7462  0.54
31 O -2.2123 4.0029 2.2352  -0.35
32 O -0.3525 3.0315 2.7393  -0.39
33 H -3.3390 2.0533 3.1776  0.23
34 H -2.1961 2.0496 4.5288  0.23
35 H -1.8767 1.0942 3.0410  0.23
36 Cl -0.4671 -3.4702 -2.0536  -0.02
37 C 0.3459 -2.6335 -3.3912  -0.39
38 Cl 1.8255 -3.4985 -3.8787  -0.03
39 H -0.3550 -2.5648 -4.2127  0.23
40 H 0.6966 -1.6666 -3.0536  0.22
41 Cl -1.0404 -0.8094 0.9681  -0.06
42 C 0.0659 -2.1960 1.1390  -0.39
43 Cl -0.0290 -2.9085 2.7441  0.00
44 H -0.2427 -2.9484 0.4254  0.23
45 H 1.0889 -1.9055 0.9347  0.23

Computed properties:
* highest occupied orbital energy: -10.5658 eV
* energy above the lowest of the compared OMol25 structures with the same formula, charge and spin: 49.1 kJ/mol
* DFT total energy: -85568.152 eV
* SMILES string: C[N+](=O)[O-].C[N+](=O)[O-].C[N+](=O)[O-].C[N+](=O)[O-].C[N+](=O)[O-].ClCCl.ClCCl



# 2
Formula: C7H19ClO3PS
Source: the OMol25 dataset
Level of theory: ωB97M-V with the def2-TZVPD basis set

Last column: natural (NBO) charge in e.
Atoms and positions in Å:
1 O -1.8412 -2.1386 -2.6582  -0.86
2 S -1.2186 -2.8889 -3.7558  2.01
3 O -2.0179 -2.7705 -5.0029  -0.91
4 Cl -1.1678 -4.9328 -3.3265  -0.23
5 C 0.4564 -2.3221 -4.1908  -0.62
6 C 1.4626 -2.2375 -3.0270  -0.41
7 C 1.0179 -1.3871 -1.8039  -0.42
8 C 0.4495 0.0015 -2.1494  -0.76
9 P -0.0060 0.9395 -0.5159  0.61
10 H 0.8579 -3.0342 -4.9239  0.25
11 H 0.3218 -1.3849 -4.7372  0.27
12 H 2.4032 -1.8081 -3.3992  0.22
13 H 1.7248 -3.2432 -2.6667  0.21
14 H 1.9038 -1.2642 -1.1682  0.21
15 H 0.2525 -1.9502 -1.2544  0.22
16 H 1.2197 0.6386 -2.6314  0.18
17 H -0.4218 -0.0307 -2.8174  0.20
18 H -0.0391 2.1763 -1.2610  -0.07
19 H 1.2752 0.5874 0.0487  -0.07
20 H -1.1792 0.0985 -0.3618  -0.06
21 H -0.3841 1.6107 0.7110  -0.01
22 C 0.2920 1.2774 4.6936  -0.63
23 C -0.3572 2.4934 3.9912  0.13
24 C -1.2729 3.2066 5.0134  -0.63
25 O -1.0969 2.0682 2.9436  -0.96
26 H -0.4620 0.5631 5.0356  0.18
27 H 0.9731 0.7556 4.0157  0.19
28 H 0.8792 1.5888 5.5759  0.15
29 H 0.4833 3.2083 3.7900  0.06
30 H -2.0711 2.5468 5.3644  0.18
31 H -1.7337 4.0927 4.5694  0.19
32 H -0.7032 3.5395 5.8992  0.15

Computed properties:
* net charge: -1
* highest occupied orbital energy: -2.4392 eV
* DFT total energy: -46352.204 eV



# 3
Formula: C7H19N2OSi
Source: the OMol25 dataset
Level of theory: ωB97M-V with the def2-TZVPD basis set

Last column: natural (NBO) charge in e.
Atoms and positions in Å:
1 C 1.0484 -3.2405 1.7727  -0.81
2 C 1.4037 -1.7595 2.2801  -0.82
3 C -2.4880 0.5127 -0.7055  -0.64
4 C -0.5526 -0.0090 -2.3110  -0.62
5 C -2.4095 -1.7028 -1.8194  -0.66
6 C 1.3203 2.6513 0.8466  -0.05
7 C -1.5698 -0.5920 -1.3227  0.34
8 N 1.9643 1.4993 1.4017  -0.90
9 N 2.0229 3.5938 0.0069  -0.84
10 O -0.6450 -1.1867 -0.2695  -0.97
11 Si 0.0469 -1.7906 0.9827  2.00
12 H 1.8627 -3.5015 1.1262  0.25
13 H 0.7837 -4.0823 2.5520  0.29
14 H 0.8473 -1.4870 3.1781  0.25
15 H 0.4665 2.2647 0.3882  0.15
16 H -1.8767 1.1036 -0.0387  0.23
17 H -2.7040 1.1037 -1.5435  0.23
18 H -3.5187 0.1840 -0.3211  0.24
19 H -1.0885 0.0441 -3.2072  0.23
20 H 0.3105 -0.6776 -2.2257  0.23
21 H -0.1785 0.9033 -2.0415  0.22
22 H -2.7160 -2.4111 -1.0555  0.24
23 H -3.2769 -1.2565 -2.3990  0.25
24 H -1.9367 -2.3754 -2.5559  0.23
25 H 0.8093 3.3074 1.6186  0.17
26 H 2.9309 1.3959 1.2236  0.37
27 H 1.8737 1.3081 2.3574  0.36
28 H 2.6264 4.1862 0.5929  0.38
29 H 2.2368 -1.1216 2.3289  0.27
30 H 2.4068 3.1360 -0.8406  0.37

Computed properties:
* net charge: +1
* highest occupied orbital energy: -11.9231 eV
* energy above the lowest of the compared OMol25 structures with the same formula, charge and spin: 210.9 kJ/mol
* DFT total energy: -20462.251 eV



# 4
Formula: C7H19N3
Source: the OMol25 dataset
Level of theory: ωB97M-V with the def2-TZVPD basis set

Last column: natural (NBO) charge in e.
Atoms and positions in Å:
1 C 1.9843 -1.0653 1.0003  -0.59
2 C 1.1286 0.1784 0.8558  -0.06
3 C 0.8519 0.7712 2.2638  -0.62
4 N -0.1433 -0.1403 0.2073  -0.18
5 N -0.2065 -0.4282 -1.3170  -0.32
6 C -0.5749 -1.8083 -1.4372  -0.42
7 C 0.9247 -0.0622 -2.1683  -0.44
8 N -1.2000 0.7607 0.5487  -0.30
9 C -1.3294 1.8991 -0.2564  -0.42
10 C -2.5017 0.0586 0.6939  -0.43
11 H 1.6162 -1.8123 1.6933  0.21
12 H 2.1266 -1.5607 0.0881  0.20
13 H 3.0423 -0.6178 1.4348  0.20
14 H 1.6740 0.8389 0.1250  0.16
15 H -0.0485 1.3957 2.1965  0.25
16 H 1.7181 1.2863 2.6779  0.21
17 H 0.8193 0.0283 2.9219  0.20
18 H 0.0959 -2.7948 -1.2608  0.17
19 H -1.4418 -2.0164 -0.7938  0.21
20 H -1.0294 -1.7404 -2.4418  0.20
21 H 1.3520 0.8296 -1.6731  0.20
22 H 1.7482 -0.7078 -2.3160  0.19
23 H 0.5501 0.3423 -3.0839  0.21
24 H -0.4298 2.4317 -0.4680  0.20
25 H -1.8608 1.8197 -1.2104  0.18
26 H -2.0405 2.5695 0.3545  0.19
27 H -2.3190 -0.8653 1.3198  0.22
28 H -3.3073 0.7136 1.0459  0.20
29 H -3.1254 -0.2244 -0.1517  0.18

Computed properties:
* highest occupied orbital energy: -8.3117 eV
* energy above the lowest of the compared OMol25 structures with the same formula, charge and spin: 486.0 kJ/mol
* DFT total energy: -12032.762 eV
* SMILES string: CC(C)N(N(C)C)N(C)C



Listing largest force on an atom for the structures above in their given order: 1.5 5.2 4.1 4.6 eV/Å.